No. 1
Entry from OMol25: C36H48AlNO4P as an isolated structure in a non-equilibrium geometry (wB97M-V/def2-TZVPD).

molecular weight	616.7	g mol⁻¹
E_HOMO	-10.44	eV
E	-63673.956	eV
ΔE to the lowest compared entry with this formula, charge and spin	310.99	kJ/mol
total charge	+1
LUMO level	-0.091	Eh
gap between HOMO and LUMO	7.97	eV

The geometry in XYZ format:
```
91
Properties=species:S:1:pos:R:3:forces:R:3
Al 1.554 0.364 -0.109 -0.3 0.6 0.4
O 0.313 1.754 3.420 -0.3 0.6 -1.7
C 0.543 1.494 1.858 -0.8 -0.6 0.8
O 1.524 0.592 1.783 -0.2 0.0 -0.2
C 0.913 2.765 1.155 0.3 -0.2 0.4
C 0.827 4.096 1.395 -1.5 0.9 2.2
C 1.399 4.943 0.488 0.4 1.5 -0.8
C 2.007 4.460 -0.665 0.4 0.9 -0.6
C 2.091 3.093 -0.817 0.6 0.4 -1.0
N 1.538 2.369 0.083 -0.4 -2.3 0.8
C 2.777 2.156 -1.833 -1.3 0.2 1.2
O 3.301 2.586 -2.801 0.9 0.1 -1.2
O 2.606 0.887 -1.477 0.6 0.1 -0.5
H 0.270 4.499 2.270 0.6 -0.4 -0.7
H 1.386 6.032 0.674 -0.1 -0.7 -0.2
H 2.394 5.151 -1.411 0.1 -0.2 0.2
C -4.424 3.443 -0.366 -1.0 0.1 0.5
C -3.111 3.900 0.304 -0.7 0.2 -0.2
C -3.404 4.481 1.681 -0.6 0.5 -0.7
C -2.187 2.714 0.297 0.2 0.2 -0.7
C -1.691 2.262 -1.016 0.4 -0.1 0.2
C -1.024 1.102 -1.174 0.1 -0.6 0.7
C -0.747 0.529 -2.550 0.4 -0.3 -0.9
C -1.933 -0.315 -3.005 -0.6 -1.3 0.3
C -0.399 1.562 -3.629 -0.7 1.4 0.9
C -0.520 0.257 0.010 -0.5 0.8 -0.3
C -0.852 0.939 1.421 -0.2 -0.4 0.1
C -1.869 2.046 1.395 0.3 -0.3 0.6
C -1.205 -0.030 2.634 0.0 1.2 -0.7
C -2.670 -0.458 2.854 -0.1 0.3 -1.5
C -0.758 0.812 3.818 -0.1 -0.1 0.4
C -0.967 -1.184 -0.046 -1.0 -1.4 -0.1
C -2.342 -1.542 0.028 0.4 1.6 -0.5
C -2.795 -2.830 -0.097 -0.5 -0.3 -0.4
C -1.928 -3.897 -0.258 0.5 -0.2 0.5
C -0.574 -3.617 -0.261 -0.9 0.5 -0.2
C -0.120 -2.291 -0.195 0.9 0.2 -0.4
P 1.687 -2.023 -0.272 -0.1 -0.5 0.2
C 2.431 -2.676 -1.860 -1.3 0.4 0.2
C 3.926 -2.473 -1.839 0.7 0.4 0.2
C 1.998 -4.104 -2.242 -0.1 -0.1 0.4
C 1.885 -1.737 -2.955 0.3 0.1 -0.1
C 2.322 -2.995 1.191 0.3 1.1 -0.3
C 1.286 -2.917 2.328 1.8 1.2 0.4
C 2.631 -4.427 0.898 0.3 -1.7 1.3
C 3.606 -2.265 1.621 -0.1 -0.6 1.7
H -5.238 4.210 -0.451 1.1 -0.3 -0.1
H -4.915 2.640 0.230 0.6 0.3 -0.3
H -4.175 3.040 -1.339 -0.3 -0.1 -0.3
H -2.654 4.683 -0.338 -0.2 -0.3 0.3
H -3.879 3.742 2.323 0.0 0.1 0.1
H -4.095 5.328 1.551 0.1 -0.3 0.1
H -2.526 4.899 2.136 0.6 0.0 0.4
H -1.915 2.877 -1.887 0.0 -0.1 0.2
H 0.149 -0.124 -2.571 -0.6 0.3 0.7
H -2.856 0.255 -2.992 -0.2 0.3 0.1
H -2.118 -1.219 -2.368 0.3 0.9 -0.5
H -1.835 -0.692 -4.022 0.3 0.1 -0.1
H -1.252 2.306 -3.772 1.3 -0.8 0.1
H -0.189 1.105 -4.575 -0.1 -0.5 -0.5
H 0.541 2.061 -3.338 -0.5 0.3 -0.1
H -2.327 2.312 2.348 0.2 0.1 -0.2
H -0.593 -0.891 2.489 0.4 -0.6 0.3
H -3.360 0.382 2.607 0.4 -0.7 0.1
H -2.854 -0.723 3.870 0.0 -0.2 0.9
H -2.908 -1.350 2.228 0.1 0.9 0.6
H -1.540 1.466 4.179 -0.2 0.0 0.0
H 1.194 1.644 3.792 0.2 -0.5 0.5
H -0.351 0.258 4.627 0.2 -0.6 0.7
H -3.030 -0.682 0.046 0.1 -0.6 0.1
H -3.843 -3.071 -0.187 -0.3 0.4 0.3
H -2.321 -4.917 -0.306 0.3 0.4 -0.1
H 0.128 -4.408 -0.366 0.4 -0.5 -0.1
H 4.480 -3.169 -1.188 -0.2 0.2 -0.5
H 4.193 -1.439 -1.557 -0.2 -0.3 0.1
H 4.232 -2.528 -2.888 0.4 -0.4 0.2
H 2.221 -4.888 -1.504 0.1 0.4 -0.4
H 2.494 -4.348 -3.173 0.3 -0.2 -0.2
H 0.927 -4.171 -2.460 0.1 0.2 0.1
H 2.231 -0.686 -2.880 -0.4 -0.7 0.2
H 0.808 -1.833 -3.062 -0.1 0.1 0.1
H 2.304 -2.113 -3.871 0.2 -0.2 -0.7
H 0.485 -3.573 2.141 -1.1 -0.7 0.0
H 0.943 -1.875 2.379 0.0 -0.4 0.3
H 1.805 -3.168 3.286 -0.5 0.1 -0.7
H 1.768 -5.021 0.582 0.1 0.2 0.0
H 2.908 -4.869 1.897 -0.1 0.2 -0.8
H 3.468 -4.643 0.233 -0.1 0.3 0.0
H 3.369 -1.367 2.194 -0.1 0.3 -0.3
H 4.331 -2.042 0.862 0.2 0.1 -0.5
H 4.101 -2.909 2.371 0.0 0.1 -0.3
```
Forces are in eV/Å.


No. 2
Entry from OMol25: a 6-piece molecular cluster, C36H48F15N3O15P overall (wB97M-V/def2-TZVPD).

molecular weight	1078.7	g mol⁻¹
E_HOMO	-12.26	eV
E	-123340.836	eV
total charge	+1
LUMO level	-0.158	Eh
gap between HOMO and LUMO	7.95	eV

The geometry in XYZ format:
```
118
Properties=species:S:1:pos:R:3:forces:R:3
C 5.849 3.075 -2.133 0.1 0.1 -0.1
C 5.645 2.548 -1.079 -0.2 -0.3 0.3
C 5.379 1.899 0.171 0.3 0.3 0.0
C 5.879 2.443 1.369 -0.1 0.1 0.0
C 6.696 3.688 1.370 0.1 -0.4 -0.1
P 8.488 3.344 1.445 0.2 0.2 -0.3
O 9.273 4.510 1.097 0.0 0.2 0.1
O 8.750 2.766 2.920 -0.1 -0.1 -0.3
O 8.698 2.099 0.452 -0.3 0.0 0.3
C 5.583 1.803 2.564 0.4 0.2 -0.3
C 4.836 0.651 2.581 -0.3 -0.3 0.2
N 4.515 -0.035 3.733 0.0 0.7 0.1
C 3.075 0.049 4.153 0.0 -0.6 -0.3
C 2.503 -1.314 4.539 -0.1 0.0 0.0
N 4.399 0.125 1.395 0.3 -0.1 0.3
N 3.669 -1.067 1.494 -0.2 -0.1 -0.8
C 2.300 -0.929 1.174 0.1 0.0 -0.1
C 1.514 -2.187 1.041 0.4 -0.4 -0.1
O 1.853 0.180 1.070 -0.4 0.5 0.0
C 4.419 -2.305 1.157 0.2 0.0 0.4
C 5.229 -2.858 2.274 0.3 0.2 0.1
O 4.304 -2.803 0.086 -0.3 0.0 -0.3
C 4.631 0.737 0.190 -0.1 -0.2 0.0
C 4.077 0.194 -1.079 -0.6 0.5 -0.2
C 2.926 1.097 -1.626 0.1 0.0 0.4
H 6.030 3.549 -3.068 0.0 0.1 -0.1
H 6.462 4.302 2.236 0.0 0.1 0.0
H 6.564 4.249 0.450 -0.1 0.2 0.0
H 8.562 1.825 2.992 0.1 -0.1 0.3
H 8.905 1.264 0.881 0.2 -0.1 -0.2
H 5.926 2.228 3.496 -0.1 0.0 0.1
H 5.111 0.326 4.465 -0.1 -0.1 0.2
H 2.518 0.439 3.306 0.0 0.3 0.1
H 2.990 0.764 4.965 0.1 0.1 0.1
H 1.823 -1.682 3.772 0.0 0.0 0.0
H 1.936 -1.276 5.463 0.0 0.1 0.1
H 3.297 -2.048 4.654 0.1 0.0 0.1
H 1.813 -2.888 1.821 -0.2 -0.1 0.1
H 1.766 -2.671 0.098 -0.1 0.0 -0.1
H 0.453 -1.978 1.061 -0.1 0.1 0.1
H 5.692 -2.067 2.858 0.0 0.0 0.0
H 5.980 -3.537 1.888 0.0 -0.2 0.0
H 4.558 -3.382 2.956 -0.1 -0.1 0.0
H 3.694 -0.804 -0.952 0.2 -0.4 0.0
H 4.880 0.197 -1.811 0.1 -0.2 0.0
H 3.196 1.544 -2.575 0.0 -0.1 -0.1
H 2.699 1.904 -0.931 0.0 0.1 0.0
H 2.014 0.517 -1.716 0.0 -0.1 -0.2
C 1.707 -5.967 -2.240 -0.2 0.1 -0.1
C 1.086 -6.411 -0.933 0.5 -0.1 -0.1
O -0.172 -5.742 -0.708 0.0 0.0 0.1
C -1.229 -6.270 -1.308 0.1 0.0 0.1
O -1.250 -7.234 -2.010 0.0 -0.1 -0.1
C -2.491 -5.466 -0.933 0.1 0.0 -0.1
F -2.253 -4.150 -0.988 0.0 0.1 0.0
F -2.859 -5.772 0.315 0.0 0.0 0.1
F -3.485 -5.753 -1.756 -0.1 0.0 0.0
H 1.811 -4.881 -2.265 0.1 0.0 0.0
H 2.692 -6.416 -2.357 0.0 0.0 0.0
H 1.090 -6.265 -3.087 0.0 -0.1 0.0
H 1.715 -6.126 -0.093 -0.1 0.1 0.1
H 0.956 -7.491 -0.902 -0.2 0.0 0.0
C -3.250 -10.209 -4.038 0.0 -0.2 -0.1
C -1.852 -9.789 -4.431 -0.2 0.4 0.1
O -0.980 -10.933 -4.561 0.1 0.0 0.0
C -1.031 -11.575 -5.717 0.0 0.1 0.1
O -1.711 -11.314 -6.663 0.0 0.0 -0.1
C -0.014 -12.736 -5.707 -0.1 0.0 0.0
F -0.053 -13.408 -4.555 0.0 -0.1 0.0
F 1.223 -12.244 -5.863 0.1 0.0 0.0
F -0.261 -13.578 -6.699 0.0 -0.1 -0.1
H -3.226 -10.802 -3.123 0.0 0.1 0.0
H -3.868 -9.328 -3.869 0.0 0.0 0.0
H -3.713 -10.812 -4.819 0.0 0.1 0.0
H -1.401 -9.175 -3.656 0.1 -0.1 0.0
H -1.848 -9.222 -5.361 0.0 -0.1 -0.1
C 2.178 3.492 1.948 0.0 0.1 0.1
C 0.772 3.232 1.450 0.2 -0.2 -0.2
O -0.203 3.710 2.394 -0.1 0.0 0.0
C -0.486 5.006 2.321 0.0 -0.1 0.0
O -0.013 5.801 1.569 0.0 0.1 0.0
C -1.592 5.354 3.338 0.1 0.0 0.0
F -1.361 4.778 4.521 0.0 0.0 0.1
F -2.764 4.905 2.871 -0.1 0.0 0.0
F -1.672 6.662 3.507 0.0 0.1 0.0
H 2.318 3.050 2.937 0.0 -0.1 0.0
H 2.904 3.054 1.259 0.0 0.0 0.0
H 2.377 4.561 2.027 0.0 0.0 -0.1
H 0.588 2.166 1.357 -0.1 0.0 0.1
H 0.602 3.693 0.478 0.0 0.1 0.1
C -4.433 5.468 0.128 -0.2 0.0 -0.1
C -3.986 4.048 -0.132 0.3 0.2 0.2
O -5.108 3.202 -0.458 0.0 -0.1 0.0
C -5.503 3.224 -1.721 0.1 0.0 0.1
O -5.021 3.842 -2.621 0.0 0.0 -0.1
C -6.697 2.264 -1.904 0.0 0.1 0.0
F -7.583 2.394 -0.915 -0.1 0.0 0.0
F -6.254 0.999 -1.908 0.0 -0.1 0.0
F -7.309 2.500 -3.056 0.0 0.0 -0.1
H -5.195 5.492 0.907 0.1 0.0 0.1
H -3.589 6.078 0.448 0.0 0.0 0.0
H -4.861 5.916 -0.767 0.1 0.0 0.0
H -3.550 3.605 0.761 -0.1 -0.1 0.0
H -3.247 3.998 -0.932 -0.1 0.0 -0.1
C -10.052 5.932 -0.457 0.1 0.0 0.2
C -9.990 7.362 -0.945 -0.2 -0.2 -0.3
O -9.616 8.260 0.123 0.0 0.1 0.0
C -8.323 8.362 0.370 -0.1 0.0 0.0
O -7.431 7.793 -0.188 0.1 -0.1 0.0
C -8.086 9.386 1.499 0.0 -0.1 0.0
F -8.954 9.217 2.498 0.0 0.0 0.1
F -8.231 10.625 1.018 0.0 0.1 0.0
F -6.856 9.261 1.982 0.1 0.0 0.0
H -10.730 5.848 0.392 -0.1 0.0 0.0
H -10.410 5.283 -1.255 0.0 0.0 0.0
H -9.069 5.582 -0.142 0.0 0.0 -0.1
H -10.967 7.709 -1.271 0.0 0.1 0.1
H -9.293 7.476 -1.773 0.1 0.0 0.1
```
Forces are in eV/Å.


> Which value of total charge does entry 1 give?

+1